# 1
Here is a cluster of 3 separate species, C17H39N4O3 in total from OMol25. Energies are from the ωB97M-V functional and the def2-TZVPD basis.

The total charge is +1. The value obtained for the HOMO energy is -11.90 eV. The calculation puts the frontier orbital gap at 8.969 eV. For the energy, the calculation gives -1115.5769 Eh.

```
63
Properties=species:S:1:pos:R:3:forces:R:3
C 2.90894 1.21358 0.50499 -0.173 -0.172 -0.269
C 1.89665 1.46515 -0.61843 0.165 -0.505 1.197
C 0.48983 0.93230 -0.25570 2.130 -0.314 -1.790
N 0.71526 -0.46943 0.15084 -1.074 0.569 0.750
C -0.28590 -1.05706 0.54492 -0.731 -0.671 -0.039
O -1.23958 -1.62124 0.89783 0.783 0.149 -0.141
C -0.35477 0.98922 -1.56345 -1.001 0.451 0.038
N -1.67066 1.61093 -1.49016 -0.031 -0.520 0.138
C -2.31337 1.51638 -0.19984 0.145 1.215 0.235
C -3.65057 2.27740 -0.21972 -0.668 -0.875 -0.316
N -4.75430 1.42473 -0.66376 0.274 -0.291 0.292
C -5.27348 0.60580 0.43478 0.163 -0.181 -0.178
C -1.44136 2.23344 0.83337 -0.626 0.141 0.015
N -0.00376 1.77784 0.88375 -0.631 -0.020 0.534
H 3.20543 0.17376 0.49613 -0.007 -0.272 0.076
H 3.81326 1.78642 0.35878 0.113 0.319 0.055
H 2.49836 1.40867 1.49215 0.139 0.250 0.235
H 2.23448 0.89304 -1.47057 -0.082 0.172 -0.509
H 1.83888 2.52474 -0.84834 -0.132 0.186 -0.337
H -0.47202 -0.02245 -1.93911 0.136 -0.278 0.124
H 0.20720 1.52171 -2.31844 0.214 0.079 -0.126
H -1.69052 2.56200 -1.82566 0.117 0.092 -0.064
H -2.55856 0.49371 0.06789 0.335 -0.321 0.073
H -3.91039 2.59752 0.78336 0.060 0.375 0.176
H -3.59613 3.13594 -0.88509 0.231 0.262 0.047
H -4.37225 0.76347 -1.32841 -0.109 0.220 -0.470
H -4.48648 0.24654 1.10966 0.052 0.034 0.186
H -5.73101 -0.28388 0.02119 -0.250 -0.108 -0.088
H -6.02420 1.13114 1.01206 -0.063 0.222 0.111
H -1.42934 3.27917 0.54861 0.125 0.218 -0.149
H -1.86984 2.21559 1.82872 0.177 -0.336 0.298
H 0.14601 1.28760 1.77106 0.094 -0.215 -0.100
H 0.58520 2.60588 0.94642 0.157 0.026 -0.063
C 2.91396 -2.28252 -4.05720 0.024 0.029 -0.090
C 1.58317 -1.57684 -3.86256 0.021 -0.172 -0.018
O 1.22655 -0.70963 -4.91947 -0.061 0.309 0.143
C 1.08579 -1.30594 -6.20158 -0.005 -0.151 -0.162
C 0.02489 -2.39041 -6.26253 -0.019 -0.002 0.179
H 3.71464 -1.55445 -4.19412 0.002 0.003 0.025
H 3.14565 -2.89979 -3.18838 -0.007 0.015 0.010
H 2.90654 -2.93116 -4.93273 -0.036 -0.060 0.042
H 1.64252 -0.94734 -2.97039 -0.029 0.073 -0.038
H 0.78159 -2.30256 -3.67885 0.040 -0.059 -0.007
H 2.05139 -1.68534 -6.55033 -0.003 -0.053 0.032
H 0.81068 -0.49580 -6.87593 0.023 0.096 0.105
H 0.25838 -3.23136 -5.60801 0.045 -0.044 -0.075
H -0.06168 -2.77390 -7.27875 0.003 0.021 -0.010
H -0.94434 -1.99339 -5.95636 -0.007 0.013 -0.043
C -0.26124 -0.19195 3.97526 0.061 0.181 -0.060
C 1.22049 -0.53898 3.90195 -0.125 -0.131 0.190
O 1.97976 -0.01554 4.96356 0.138 0.256 -0.115
C 1.61300 -0.43851 6.27166 -0.099 -0.148 0.188
C 1.70538 -1.93927 6.48053 0.023 -0.024 -0.187
H -0.40226 0.89625 4.01009 0.021 -0.036 0.077
H -0.78984 -0.59090 3.10790 -0.069 -0.077 0.039
H -0.73347 -0.60608 4.86403 -0.068 -0.023 -0.042
H 1.64790 -0.11255 2.99460 0.195 0.032 -0.069
H 1.35768 -1.62306 3.82569 -0.091 -0.022 -0.026
H 0.61227 -0.06998 6.52267 -0.020 -0.038 -0.027
H 2.30405 0.06217 6.94777 0.057 0.084 -0.122
H 1.02430 -2.48942 5.82894 -0.065 -0.005 0.074
H 1.45494 -2.19032 7.51065 0.007 0.022 0.008
H 2.71628 -2.29104 6.27204 0.012 0.012 0.039
```
Forces are in eV/Å.

***

# 2
Here is the ion CH8NP4 with charge +1 from OMol25. Energies are from the ωB97M-V functional and the def2-TZVPD basis.

The total charge is +1. The value obtained for the HOMO energy is -13.98 eV. The calculation puts the frontier orbital gap at 9.504 eV. For the energy, the calculation gives -1462.7160 Eh.

```
14
Properties=species:S:1:pos:R:3:forces:R:3
C 1.17030 -0.61070 1.96218 -0.028 -3.217 -3.153
N 0.63594 -1.11969 0.85078 2.067 2.241 2.204
P -0.20782 -0.18664 -0.26844 -0.744 -0.122 1.429
P 0.91065 -0.18698 -2.17416 0.954 -0.265 1.093
P -0.75284 1.87353 0.62901 -0.146 -0.264 -1.932
P -1.76541 -1.62380 -0.78738 -0.644 -0.225 0.008
H 2.07020 -1.31713 2.24702 -1.996 1.905 0.650
H 0.76173 0.31710 2.41197 0.925 -0.473 0.040
H 0.75120 1.19489 -2.20917 -0.181 0.509 -0.359
H -0.30007 -0.53394 -2.72122 -0.783 0.074 -0.788
H -1.51887 2.28287 -0.61364 0.738 -0.639 1.464
H -1.81004 1.22819 1.28484 -0.392 0.021 0.029
H -2.71990 -1.59248 0.28165 0.778 0.050 0.271
H -2.41487 -0.51124 -1.28568 -0.548 0.405 -0.956
```
Forces are in eV/Å.

***

# 3
Here is a cluster of 5 separate species, C4H21N3O4 in total from OMol25. Energies are from the ωB97M-V functional and the def2-TZVPD basis.

The total charge is +2. The value obtained for the HOMO energy is -15.69 eV. The calculation puts the frontier orbital gap at 9.995 eV. For the energy, the calculation gives -629.5738 Eh.

```
32
Properties=species:S:1:pos:R:3:forces:R:3
C -1.72130 0.56913 1.73556 2.397 0.159 3.124
C -2.32083 0.45256 0.39838 -1.054 -3.041 -2.341
C -1.24882 0.69510 -0.68952 -0.920 -2.473 -0.411
C -0.64136 -0.48200 -1.20151 -0.200 5.843 -1.902
N 0.19208 -0.28022 -2.50843 0.050 2.329 4.008
N -1.05207 1.99358 -1.02830 -1.028 2.161 -1.629
N -1.31229 -0.92424 2.25042 -0.369 3.686 2.627
H -0.64772 1.06949 1.77656 -2.551 -0.627 -0.217
H -2.42240 1.01667 2.51356 1.125 -0.778 -0.830
H -3.26546 1.03526 0.23563 1.120 -0.178 0.209
H -2.71526 -0.71051 0.21118 0.889 2.994 0.558
H -0.60128 -1.39064 -0.74514 -0.087 -2.414 0.729
H 0.68062 0.65104 -2.38268 -0.212 -1.415 -0.380
H 0.88460 -0.96412 -2.72589 1.515 -1.237 0.581
H -0.37826 -0.22795 -3.28457 -2.035 0.334 -2.065
H -0.33515 2.13448 -1.76055 -0.616 0.493 0.933
H -1.82596 2.83765 -1.06014 2.391 -3.379 0.401
H -0.70505 -1.30432 1.59062 0.840 -1.402 -1.570
H -2.16617 -1.37209 2.46216 -1.135 -1.411 -0.458
H -0.80639 -0.92690 3.17606 -0.174 0.732 -0.947
H 1.93553 -3.74132 0.82211 -0.149 -1.174 -0.507
H 1.91512 -2.39398 0.69463 1.284 4.500 2.018
O 1.68211 -3.07866 0.17103 -1.134 -3.233 -1.549
H 2.88117 -1.47277 -3.34423 0.423 0.038 -0.113
H 2.52580 -2.50206 -2.37665 0.070 -6.055 0.977
O 2.52979 -1.62783 -2.46293 -0.304 5.820 -1.049
H 0.07244 1.66566 3.91701 -1.217 2.157 -0.042
H 1.20454 0.96063 4.51702 -0.482 -0.575 -0.497
O 0.44918 0.82181 3.90348 1.633 -1.676 0.569
H 2.59729 2.10166 -2.25660 0.174 0.341 0.230
H 2.58314 2.96121 -1.00239 0.878 0.882 0.868
O 2.03237 2.43367 -1.54586 -1.122 -1.401 -1.326
```
Forces are in eV/Å.

***

# 4
Here is a structure of composition C3H6OS3 from OMol25. Energies are from the ωB97M-V functional and the def2-TZVPD basis.

The value obtained for the HOMO energy (spin up / spin down) is -8.43 / -8.43 eV. The calculation puts the frontier orbital gap (spin up / spin down) at 7.380 / 7.383 eV. For the energy, the calculation gives -1387.5661 Eh.

```
13
Properties=species:S:1:pos:R:3:forces:R:3
C 0.73898 -0.79104 -0.35746 -3.135 -0.611 -0.557
C 2.05657 0.53867 1.44304 0.402 -0.075 -2.405
C -2.15509 0.59668 -0.82919 -0.529 3.976 1.343
O -1.04844 -2.46805 -1.15647 -0.589 -0.308 -0.507
S 0.37365 -2.14947 -1.27083 0.599 1.700 1.728
S 2.21790 0.01212 -0.33733 -0.015 0.984 0.157
S -1.18768 0.15277 0.61683 2.721 -1.621 -0.950
H 0.99726 0.60412 1.52227 -0.511 0.851 0.666
H 2.70516 1.37196 1.62306 -0.105 0.541 0.201
H 2.40669 -0.33855 1.84680 0.751 -1.648 1.924
H -1.80965 0.12305 -1.72744 -0.576 -0.427 -0.292
H -2.08563 1.77861 -0.91172 0.386 -2.302 -0.375
H -3.20972 0.56915 -0.46159 0.601 -1.060 -0.934
```
Forces are in eV/Å.

***

Number 1: F_max 0.05446 hartree/bohr. Number 2: F_max 0.08761 hartree/bohr. Number 3: F_max 0.11957 hartree/bohr. Number 4: F_max 0.08226 hartree/bohr.